Density functional theory data (the ωB97M-V functional and the def2-TZVPD basis) for a single CH5INP molecule in a non-equilibrium geometry.

**E_HOMO**: -0.325 hartree
**LUMO level**: 0.5 eV
**Energy relative to the best compared isomer or geometry (same formula, charge and spin)**: 0.5214 eV
**SMILES string**: CP(N)I
**Total charge**: 0
**HOMO-LUMO gap**: 0.3427 Eh

Cartesian coordinates (Å):
C 0.249 -1.017 0.654
P 0.940 0.271 -0.468
N -0.540 0.687 -1.016
I 1.180 2.155 1.032
H 0.891 -1.301 1.430
H 0.012 -1.987 0.016
H -0.753 -0.553 0.978
H -0.689 0.543 -1.980
H -1.291 1.201 -0.648